CH7B4NO4Tb as an isolated structure in a non-equilibrium geometry, computed with ωB97M-V/def2-TZVPD.

Its net charge is +3. The total energy comes out at -35943.310 eV. As for the LUMO energy (alpha / beta): -13.1 / -14.4 eV. Its max |F| is 4.869 eV/A. The multiplicity is 7. Its expectation value of S² is 13.0261.

Atoms and positions in Å:
C  -1.878  -2.016  0.966
B  -1.322  -0.509  0.436
O  -2.179  0.516  0.224
B  0.403  -0.273  0.192
O  0.947  -0.878  -0.916
B  1.806  -0.091  -1.721
O  2.638  0.764  -0.980
B  2.095  1.273  0.138
N  2.290  2.766  0.471
O  1.276  0.533  0.936
H  -1.818  -2.769  0.210
H  -2.901  -1.917  1.377
H  -1.170  -2.310  1.747
H  -2.940  0.472  -0.367
H  1.719  -0.055  -2.893
H  1.895  3.194  1.320
H  2.348  3.477  -0.270
Tb  -3.212  -2.178  -0.870